1.
{
  "formula": "C33H40GeN2O6PtSSi",
  "method": "ωB97M-V/def2-TZVPD",
  "symbols": ["Pt", "Ge", "S", "Si", "O", "O", "O", "O", "O", "O", "N", "N", "C", "C", "C", "C", "C", "C", "C", "C", "C", "C", "C", "C", "C", "C", "C", "C", "C", "C", "C", "C", "C", "C", "C", "C", "C", "C", "C", "C", "C", "C", "C", "C", "C", "H", "H", "H", "H", "H", "H", "H", "H", "H", "H", "H", "H", "H", "H", "H", "H", "H", "H", "H", "H", "H", "H", "H", "H", "H", "H", "H", "H", "H", "H", "H", "H", "H", "H", "H", "H", "H", "H", "H", "H"],
  "coordinates": [[0.142368, 0.604405, -0.707454], [-1.578158, -1.019065, -0.256913], [2.826163, 1.607023, -0.267657], [-0.481264, 3.870278, 0.166103], [2.717742, 2.709466, 0.654387], [0.847691, -1.039789, -1.626544], [-2.807685, 1.292200, -2.530220], [2.473245, -2.535631, -1.859025], [-0.636066, 2.272088, -0.024295], [2.272158, 1.817930, -1.601831], [-4.607723, 2.400147, -1.675724], [2.176700, 0.303626, 0.389741], [-1.947365, -2.974257, 1.882135], [-5.352533, 2.390795, -2.911126], [7.287599, 0.880929, -0.852078], [0.018210, -1.638481, 2.162330], [-1.731682, -2.264604, -1.756575], [-1.996898, -4.029633, -3.908148], [0.098400, 4.251235, 1.908565], [-1.947332, -1.781740, -3.047798], [-5.260443, 2.922528, -0.500621], [-1.102568, -1.969565, 1.404195], [4.561018, 1.312734, -0.501844], [-6.042551, 0.307670, 0.797372], [0.622925, 4.749675, -1.071262], [-1.774344, -4.518758, -2.630285], [2.682756, -0.989120, -0.066309], [6.788742, 1.315380, 0.374022], [-5.770584, -0.293780, -0.423926], [-3.714204, 0.146586, 1.377099], [-2.169622, 4.702380, -0.031568], [-1.642698, -3.639728, -1.561953], [1.985890, -1.581178, -1.285881], [-1.662679, -3.655667, 3.056826], [-3.424442, -0.455120, 0.152127], [-2.081118, -2.658682, -4.114413], [6.395745, 0.674481, -1.899831], [-3.379356, 1.832366, -1.602526], [5.035788, 0.887440, -1.732738], [-5.009606, 0.528616, 1.699717], [-0.527326, -3.330087, 3.787901], [-4.470834, -0.668745, -0.743284], [0.305384, -2.314448, 3.343284], [5.432620, 1.532102, 0.554592], [8.758212, 0.616806, -1.031904], [-5.549516, 3.966424, -0.650497], [-2.328302, -4.436966, 3.404335], [0.657553, -0.821836, 1.848544], [-4.578195, 2.870275, 0.344922], [9.357014, 1.261495, -0.388140], [0.427777, 4.402420, -2.088817], [-2.003282, -0.712878, -3.217374], [8.998565, -0.418355, -0.778500], [-2.813049, 4.548194, 0.839287], [-2.695173, 4.340867, -0.917814], [9.065367, 0.782460, -2.064579], [3.753737, -0.974119, -0.272790], [4.338101, 0.730249, -2.544741], [-0.301612, -3.858129, 4.706636], [-2.933404, 1.896349, -0.599637], [1.679259, 4.590501, -0.860211], [0.165224, 5.329961, 2.081584], [5.040825, 1.883328, 1.500039], [-2.848368, -3.226863, 1.331370], [6.769090, 0.342543, -2.861716], [-6.249867, 1.770650, -2.818287], [-2.240145, -2.269442, -5.113126], [-5.213020, 0.996710, 2.655530], [-2.915433, 0.320216, 2.090488], [1.083439, 3.811685, 2.070203], [-4.267885, -1.125587, -1.705059], [-4.716698, 1.984448, -3.693217], [-0.593818, 3.830970, 2.643163], [-7.055518, 0.601393, 1.046248], [2.541805, -1.712898, 0.740417], [-2.028421, 5.780264, -0.150400], [-1.688423, -5.585946, -2.463546], [1.181062, -2.038271, 3.918774], [7.473519, 1.492825, 1.195620], [-6.572081, -0.472011, -1.131678], [0.410579, 5.822713, -1.028156], [-2.091256, -4.712872, -4.743788], [-6.153299, 2.337355, -0.258479], [-5.658416, 3.405620, -3.179374], [-1.445407, -4.037252, -0.573198]],
  "forces_ev_per_a": [[0.25, -0.17, -0.15], [0.12, 0.05, 0.29], [0.09, 0.01, 0.27], [0.10, 0.05, 0.11], [0.03, 0.03, -0.03], [0.15, -0.06, -0.18], [0.06, 0.02, -0.25], [0.00, -0.02, -0.05], [-0.42, -0.08, 0.04], [-0.14, 0.07, -0.12], [0.04, 0.07, -0.09], [-0.14, -0.02, -0.08], [0.00, -0.04, -0.04], [0.03, -0.03, 0.04], [0.00, 0.00, 0.01], [-0.03, 0.06, 0.03], [-0.05, -0.02, 0.03], [0.00, 0.00, 0.00], [0.03, 0.04, 0.00], [-0.01, 0.00, -0.01], [-0.07, 0.30, -0.12], [-0.02, -0.02, -0.03], [0.00, 0.02, -0.01], [0.04, -0.39, 0.13], [-0.01, -0.08, 0.00], [0.00, 0.00, 0.00], [-0.06, 0.03, 0.02], [0.00, -0.01, -0.01], [0.00, -0.14, 0.10], [-0.03, -0.03, 0.02], [-0.02, -0.07, 0.01], [0.03, 0.01, -0.02], [-0.06, 0.08, 0.04], [0.00, 0.01, 0.00], [0.02, 0.01, 0.05], [0.00, -0.01, 0.02], [0.00, 0.00, -0.01], [-0.03, 0.23, 0.23], [0.00, -0.02, 0.01], [-0.02, -0.15, 0.04], [-0.01, 0.01, -0.01], [-0.05, -0.18, 0.13], [0.00, 0.00, 0.01], [0.00, -0.02, 0.01], [0.00, 0.00, 0.00], [0.04, 0.06, -0.05], [0.00, 0.00, 0.00], [0.06, 0.00, -0.05], [-0.03, 0.00, -0.02], [0.00, 0.00, 0.00], [-0.01, 0.00, 0.00], [0.01, -0.03, 0.00], [0.00, 0.00, 0.00], [-0.01, -0.05, -0.02], [-0.01, 0.04, -0.02], [0.00, 0.00, 0.00], [0.00, -0.03, -0.01], [0.00, 0.00, 0.00], [0.00, 0.00, 0.00], [0.02, 0.18, -0.18], [0.02, -0.04, 0.01], [-0.01, 0.00, 0.00], [0.00, 0.01, 0.00], [0.00, 0.00, 0.00], [0.00, 0.00, 0.00], [-0.01, -0.01, 0.00], [0.00, 0.00, 0.00], [0.00, 0.01, 0.00], [0.01, 0.01, 0.00], [-0.02, 0.01, 0.00], [0.00, 0.01, 0.00], [0.00, -0.01, -0.01], [-0.01, 0.00, -0.01], [-0.01, -0.01, 0.01], [-0.05, 0.00, 0.03], [0.00, 0.01, 0.04], [0.00, 0.00, 0.00], [0.00, 0.00, 0.00], [0.00, 0.00, 0.00], [-0.01, 0.00, -0.01], [0.04, 0.00, -0.02], [0.00, 0.00, 0.00], [0.14, 0.27, -0.12], [-0.01, 0.00, 0.00], [0.00, 0.00, 0.00]],
  "relative_energy_kcal_mol": 19.0,
  "lumo_ev": [2.526, 1.698],
  "multiplicity": 2,
  "gap_ev": [7.7, 7.4],
  "charge": -1,
  "e_homo_ha": [-0.1896, -0.2080],
  "s_squared": 0.754,
  "e_tot_ha": -4726.5044,
  "largest_force_ev_per_a": 0.43
}


2.
{
  "formula": "C2H3BrF2O2",
  "method": "ωB97M-V/def2-TZVPD",
  "symbols": ["Br", "F", "F", "O", "O", "C", "C", "H", "H", "H"],
  "coordinates": [[-2.197903, -0.298034, 0.110407], [1.844195, 0.132187, 0.019841], [-0.126559, 0.744182, 1.656977], [-0.443841, 1.799604, -0.233391], [0.301253, -1.965210, 0.019120], [0.646399, -0.237317, -0.341061], [-0.371239, 0.515993, 0.345262], [-1.329303, 2.039238, -0.420386], [0.607002, -0.405973, -1.453888], [1.069996, -2.324670, 0.297118]],
  "forces_ev_per_a": [[0.99, 0.19, 0.24], [1.02, 0.04, 0.57], [0.16, -1.06, -0.35], [1.99, -1.23, 0.16], [-3.29, 5.80, -1.87], [0.43, -6.30, -2.01], [-3.64, 3.14, 0.60], [-1.48, 0.24, -0.17], [-0.47, 0.82, 1.33], [4.28, -1.64, 1.50]],
  "relative_energy_kcal_mol": 48.3,
  "lumo_ev": 0.190,
  "gap_ev": 11.1,
  "charge": 0,
  "e_homo_ha": -0.3999,
  "e_tot_ha": -3002.1578,
  "largest_force_ev_per_a": 6.92
}


3.
{
  "formula": "C40H44CdCl3N7O",
  "method": "ωB97M-V/def2-TZVPD",
  "symbols": ["Cd", "Cl", "Cl", "Cl", "O", "N", "N", "N", "N", "N", "N", "N", "C", "C", "C", "C", "C", "C", "C", "C", "C", "C", "C", "C", "C", "C", "C", "C", "C", "C", "C", "C", "C", "C", "C", "C", "C", "C", "C", "C", "C", "C", "C", "C", "C", "C", "C", "C", "C", "C", "C", "C", "H", "H", "H", "H", "H", "H", "H", "H", "H", "H", "H", "H", "H", "H", "H", "H", "H", "H", "H", "H", "H", "H", "H", "H", "H", "H", "H", "H", "H", "H", "H", "H", "H", "H", "H", "H", "H", "H", "H", "H", "H", "H", "H", "H"],
  "coordinates": [[0.064928, -0.182895, 0.142215], [-1.791746, -1.427648, 2.853735], [-7.527825, 1.230984, 2.257741], [-2.725722, -1.343958, 5.643168], [-2.505262, -0.900479, 0.050479], [4.732220, -2.098355, -1.280686], [-2.063022, -1.248492, -2.543589], [5.449721, -0.066081, -0.125463], [4.995963, -2.104941, 1.150101], [0.381407, 1.393219, -1.742354], [3.168630, -0.871952, 0.121512], [-1.543378, 1.697183, 0.189202], [0.304838, -1.656767, -5.335726], [-0.382180, 2.616343, 0.222545], [4.025173, 0.306191, 0.026172], [0.979214, -3.070579, -3.532524], [1.182632, -2.609564, -4.828167], [-0.472161, -4.533859, -1.247677], [-0.708288, 4.035625, 0.621072], [-0.173446, 5.116296, -0.001030], [-0.746321, -1.201422, -4.561505], [-0.060931, -2.611927, -2.722785], [-0.957404, -1.665422, -3.249876], [-5.920190, -0.744982, 1.248779], [-0.676105, 2.001125, 3.310321], [-4.742475, -1.225690, 0.719890], [0.200964, -2.424003, -0.188561], [-0.418631, -5.218404, -0.041363], [1.107213, 1.228648, -2.860365], [-6.031526, 0.611850, 1.552751], [3.328288, -1.668988, -1.096633], [3.584679, -1.675385, 1.263194], [-0.159658, -3.171507, -1.330799], [-1.431070, -1.828917, 4.514420], [5.125090, -2.869886, -0.099139], [0.876031, 3.774813, -1.727799], [-3.779355, 1.004482, 0.760087], [0.652443, 1.804204, 1.106866], [1.645161, 3.561067, -2.897441], [-3.602167, -0.395177, 0.478318], [5.820622, -0.896234, 1.024616], [0.681257, 5.033454, -1.131369], [5.566016, -0.892656, -1.335213], [1.761984, 2.299743, -3.449913], [0.005270, -4.531932, 1.086528], [-2.701285, 1.989170, 0.593243], [0.277510, 2.590748, -1.170534], [1.445723, 3.296665, 3.018545], [0.298500, -3.175598, 0.991548], [-4.979967, 1.464086, 1.305941], [1.513882, 0.838573, 3.229241], [0.702458, 2.002514, 2.637736], [3.715977, 0.901542, -0.835570], [-0.526932, -1.308381, 4.805111], [4.491696, -3.756790, -0.031765], [-1.316281, 1.222884, 2.895321], [6.166470, -3.184736, -0.211231], [2.681072, -2.543420, -1.034522], [1.656766, -3.809630, -3.116303], [0.095290, -5.044157, 2.038784], [-0.572270, 1.825308, 4.388263], [1.577107, 0.913883, 4.324790], [-1.422240, -0.447611, -4.951186], [2.157870, 4.408089, -3.340855], [-1.186945, 2.958630, 3.181203], [2.949015, -2.559877, 1.320606], [0.442979, -1.259418, -6.335564], [1.451868, 3.442572, 4.109331], [-0.690045, -6.266690, 0.012604], [5.712179, -0.303258, 1.935045], [1.156899, 0.225987, -3.270220], [1.644650, 2.090208, 0.733911], [-0.407036, 6.103825, 0.391647], [3.021785, -1.069616, -1.956587], [-4.627122, -2.279997, 0.491539], [3.909004, 0.910111, 0.927364], [-0.764595, -5.058994, -2.151593], [1.098743, 5.923742, -1.588824], [2.350810, 2.135329, -4.345588], [0.978485, 4.160356, 2.546529], [1.057205, -0.119695, 2.959720], [5.259782, -0.294461, -2.195711], [2.018295, -2.970772, -5.417266], [-1.315797, -2.901615, 4.586732], [2.535166, 0.848198, 2.828172], [2.485281, 3.246575, 2.675330], [-5.080437, 2.517882, 1.547327], [-2.968463, 3.014305, 0.878165], [-6.761017, -1.406253, 1.427029], [0.637453, -2.682342, 1.897334], [6.610740, -1.188186, -1.460953], [-1.371598, 4.185106, 1.465268], [-2.423929, -0.350215, -2.815729], [3.466159, -1.089645, 2.176260], [6.867499, -1.194515, 0.921170], [-2.095538, -1.383991, -1.530231]],
  "forces_ev_per_a": [[0.18, -0.24, -0.12], [-0.26, -0.06, -0.11], [0.06, -0.03, -0.05], [0.01, -0.02, 0.05], [-0.42, 0.03, 0.65], [-0.02, 0.04, 0.02], [0.39, -0.31, -0.42], [-0.04, -0.04, -0.02], [-0.01, 0.02, -0.04], [0.20, 0.21, 0.20], [0.06, 0.05, -0.09], [0.11, -0.13, -0.20], [-0.03, -0.02, 0.10], [0.30, 0.09, 0.14], [0.05, -0.14, -0.05], [-0.08, 0.05, 0.02], [-0.01, 0.04, 0.01], [0.01, 0.03, 0.04], [-0.12, -0.07, -0.04], [0.16, -0.16, -0.19], [0.03, -0.01, 0.04], [0.16, -0.03, 0.08], [-0.31, 0.10, 0.00], [0.05, 0.10, -0.06], [-0.03, 0.04, -0.09], [-0.01, 0.02, 0.04], [-0.53, 0.25, 0.01], [0.03, 0.10, 0.00], [-0.06, -0.08, 0.05], [-0.07, -0.13, -0.03], [0.13, 0.09, 0.07], [0.14, 0.00, -0.12], [0.21, -0.09, -0.17], [0.08, 0.10, -0.11], [-0.07, 0.15, 0.03], [-0.08, 0.05, 0.05], [0.07, -0.03, 0.04], [-0.17, 0.07, -0.06], [-0.03, -0.18, 0.04], [0.19, -0.02, -0.16], [-0.13, -0.05, -0.10], [-0.02, -0.06, 0.13], [-0.15, 0.00, 0.13], [-0.02, 0.12, 0.01], [0.02, 0.00, -0.11], [-0.17, 0.00, 0.02], [-0.11, -0.05, -0.08], [-0.02, -0.03, 0.06], [0.17, -0.02, 0.02], [0.04, 0.06, -0.04], [0.01, 0.00, 0.00], [0.02, -0.08, 0.00], [-0.02, 0.02, 0.01], [0.03, 0.03, 0.10], [-0.01, -0.01, 0.00], [0.03, 0.01, 0.06], [0.03, -0.01, 0.00], [0.00, -0.02, 0.01], [0.01, 0.03, 0.02], [0.00, -0.01, 0.04], [-0.01, 0.03, 0.00], [0.03, 0.02, -0.06], [-0.01, -0.02, -0.02], [-0.01, 0.03, -0.05], [0.02, -0.07, -0.02], [-0.01, -0.01, 0.00], [0.00, 0.00, 0.01], [0.01, -0.01, -0.08], [0.01, -0.01, -0.02], [-0.01, 0.02, 0.02], [-0.01, 0.04, 0.01], [0.08, -0.06, -0.01], [-0.04, 0.02, 0.01], [-0.02, -0.02, 0.01], [-0.02, 0.04, 0.02], [0.00, 0.02, 0.01], [0.01, 0.01, -0.01], [0.00, -0.03, 0.01], [0.03, 0.01, -0.01], [-0.01, 0.01, 0.00], [0.01, 0.02, 0.04], [0.00, 0.00, -0.01], [-0.05, 0.00, 0.02], [0.01, -0.09, 0.10], [-0.11, -0.03, 0.02], [-0.05, 0.02, 0.01], [0.03, -0.01, -0.02], [0.03, 0.05, 0.06], [0.04, 0.00, 0.02], [-0.09, 0.06, 0.08], [0.05, -0.02, 0.00], [0.10, 0.02, 0.02], [-0.01, 0.11, 0.05], [0.01, -0.01, 0.02], [0.04, -0.01, 0.00], [-0.08, 0.09, -0.05]],
  "relative_energy_kcal_mol": 36.5,
  "lumo_ev": 4.120,
  "gap_ev": 4.3,
  "charge": -2,
  "e_homo_ha": -0.0054,
  "e_tot_ha": -3557.4762,
  "largest_force_ev_per_a": 0.77
}